Entry 1:
ORCA calculation (the ωB97M-V functional and the def2-TZVPD basis) on the ion C7H14N3O3 with charge +1.

Output
HOMO (hartree): -0.54101
SMILES string: CCO[C@@H](NC(=O)N=C=O)[NH+](C)C
E_LUMO (eV): -2.9
Frontier orbital gap (eV): 11.844
DFT total energy (a.u.): -664.78928

The geometry in ORCA input format:
```
! wB97M-V def2-TZVPD RIJCOSX def2/J DEFGRID3
* xyz 1 1
C -2.926 0.188 -1.126
C -2.443 0.604 1.217
C -0.104 0.094 0.284
C 1.681 -3.105 1.257
C 1.334 1.187 -1.710
C -0.312 2.517 -0.396
C 0.807 -2.120 0.409
N -3.010 0.567 -0.017
N -1.047 0.410 1.152
N 0.624 1.399 -0.417
O -2.694 -0.267 -2.142
O -2.976 0.565 2.266
O 0.893 -0.721 0.839
H 2.733 -2.839 1.421
H 1.168 -3.412 2.200
H 1.610 -3.974 0.594
H 2.457 0.763 -1.605
H 0.835 0.461 -2.387
H 1.540 2.144 -2.256
H 0.182 3.314 -0.885
H -1.210 2.303 -0.936
H -0.597 2.835 0.534
H -0.219 -2.448 0.572
H 1.097 -1.921 -0.543
H -0.191 -0.452 -0.644
H -0.630 0.213 2.125
H 1.396 1.693 0.194
*
```

Atomic partial charges in e from the Mulliken method, atoms 1 to 6: number 1, C, carries 0.7069; number 2, C, carries 0.4304; number 3, C, carries -0.4590; number 4, C, carries -1.1665; number 5, C, carries -0.7638; number 6, C, carries -1.0722



Entry 2:
ORCA calculation (the ωB97M-V functional and the def2-TZVPD basis) on a structure of composition C7H14N3OPt.

Output
HOMO (alpha / beta) (hartree): -0.03328 / -0.08528
E_LUMO (alpha / beta) (eV): 3.1 / 2.9
Frontier orbital gap (alpha / beta) (eV): 3.973 / 5.254
DFT total energy (a.u.): -633.85394

The geometry in ORCA input format:
```
! wB97M-V def2-TZVPD RIJCOSX def2/J DEFGRID3
* xyz -1 3
C -2.320 -1.753 -0.085
Pt -0.103 0.044 -0.064
N 1.821 0.852 -0.009
H 0.118 -0.540 -1.537
H 1.835 1.758 -0.491
H -1.220 -1.767 -0.035
H -2.602 -2.445 -0.877
H -2.731 -0.766 -0.299
H -2.753 -2.118 0.848
H 2.183 1.019 0.938
H 2.504 0.264 -0.488
N -0.300 5.793 3.166
C -0.093 4.472 2.950
O 0.501 3.755 3.761
C -0.615 3.904 1.672
C -1.357 4.597 0.701
C -1.746 3.927 -0.455
C -1.374 2.596 -0.630
N -0.655 1.955 0.312
C -0.302 2.555 1.472
H 0.072 6.197 4.020
H -0.748 6.383 2.477
H -1.632 5.646 0.871
H -2.329 4.395 -1.246
H -1.596 1.952 -1.474
H 0.225 1.927 2.194
*
```

Atomic partial charges in e from the Mulliken method, atoms 1 to 6: number 1, C, carries -0.9294; number 2, Pt, carries -0.0811; number 3, N, carries -0.7607; number 4, H, carries -0.2002; number 5, H, carries 0.2859; number 6, H, carries 0.2184



Entry 3:
ORCA calculation (the ωB97M-V functional and the def2-TZVPD basis) on the ion C7H14N5O with charge +1.

Output
HOMO (hartree): -0.45335
SMILES string: C=Cn1cnn(C[C@@H](O)CN)c1=[NH2+]
E_LUMO (eV): -3.8
Frontier orbital gap (eV): 8.550
DFT total energy (a.u.): -623.82609

The geometry in ORCA input format:
```
! wB97M-V def2-TZVPD RIJCOSX def2/J DEFGRID3
* xyz 1 1
C 2.840 -2.459 0.401
C 3.034 -1.654 -0.687
N 1.944 -0.748 -1.011
C 1.268 -0.562 -2.239
N 0.304 0.354 -2.054
N 0.412 0.703 -0.763
C -0.433 1.674 -0.024
C -1.558 0.833 0.734
O -1.637 1.173 2.113
C -2.951 0.970 -0.038
N -3.580 -0.342 -0.334
C 1.391 0.075 -0.059
N 1.666 0.252 1.285
H 3.616 -2.662 1.164
H 1.809 -2.874 0.524
H 3.989 -1.677 -1.252
H 1.492 -1.083 -3.187
H 0.140 2.304 0.692
H -0.874 2.352 -0.791
H -1.300 -0.260 0.685
H -2.567 1.257 2.382
H -3.640 1.609 0.577
H -2.785 1.439 -1.044
H -2.882 -0.990 -0.703
H -3.960 -0.721 0.534
H 1.733 1.249 1.520
H 2.528 -0.212 1.575
*
```

Atomic partial charges in e from the Mulliken method, atoms 1 to 6: number 1, C, carries -0.8127; number 2, C, carries -0.1102; number 3, N, carries 0.0486; number 4, C, carries -0.1197; number 5, N, carries -0.8874; number 6, N, carries 0.8152



Entry 4:
ORCA calculation (the ωB97M-V functional and the def2-TZVPD basis) on the ion C7H14NO with charge +1.

Output
HOMO (hartree): -0.50978
E_LUMO (eV): -4.9
Frontier orbital gap (eV): 8.934
DFT total energy (a.u.): -404.64549

The geometry in ORCA input format:
```
! wB97M-V def2-TZVPD RIJCOSX def2/J DEFGRID3
* xyz 1 1
C -1.425 -0.447 1.270
C -0.417 0.735 1.042
C 1.050 0.339 0.966
C -0.012 -2.362 0.556
C 0.405 0.916 -0.253
C 0.547 2.380 -0.546
C 0.685 0.247 -1.597
N -1.237 -1.620 0.469
O 0.139 -2.659 -0.748
H -1.312 -0.691 2.339
H -2.401 -0.076 1.144
H -0.677 1.489 1.769
H 1.881 0.680 1.471
H 0.837 -0.941 0.898
H -0.371 2.785 -1.192
H 1.477 2.576 -1.117
H 0.637 2.922 0.300
H 0.699 -0.872 -1.579
H 1.650 0.563 -1.798
H 0.153 0.696 -2.416
H -2.098 -2.191 0.414
H -1.216 -1.194 -0.526
H 1.007 -3.275 -0.864
*
```

Atomic partial charges in e from the Mulliken method, atoms 1 to 6: number 1, C, carries -1.1448; number 2, C, carries -0.5984; number 3, C, carries -0.2173; number 4, C, carries -0.7314; number 5, C, carries 1.5402; number 6, C, carries -1.7771



Entry 5:
ORCA calculation (the ωB97M-V functional and the def2-TZVPD basis) on the ion C7H14NO with charge +1.

Output
HOMO (alpha / beta) (hartree): -0.43726 / -0.46219
E_LUMO (alpha / beta) (eV): -3.9 / -3.4
Frontier orbital gap (alpha / beta) (eV): 8.047 / 9.181
DFT total energy (a.u.): -404.66221

The geometry in ORCA input format:
```
! wB97M-V def2-TZVPD RIJCOSX def2/J DEFGRID3
* xyz 1 1
C 1.738 -1.194 -0.535
C 1.929 0.010 -0.146
C 0.508 -1.795 0.229
C -0.249 -0.651 0.961
C 2.534 1.263 -0.297
C -1.969 -0.240 -0.921
C -1.245 1.534 0.430
N -0.864 0.282 -0.183
O -1.168 -0.714 1.952
H 2.147 -1.750 -1.367
H -0.096 -2.420 -0.450
H 0.966 -2.564 0.777
H 3.275 1.218 -1.057
H 2.911 1.746 0.690
H 1.675 1.930 -0.557
H -1.673 -1.052 -1.662
H -2.674 -0.555 -0.126
H -2.633 0.478 -1.444
H -1.232 2.405 -0.240
H -2.117 1.261 1.048
H -0.558 1.842 1.201
H -0.113 0.397 -0.869
H -1.092 -1.431 2.565
*
```

Atomic partial charges in e from the Mulliken method, atoms 1 to 6: number 1, C, carries -0.3053; number 2, C, carries 0.0479; number 3, C, carries -0.7651; number 4, C, carries 0.2593; number 5, C, carries -0.9350; number 6, C, carries -0.8738



Entry 6:
ORCA calculation (the ωB97M-V functional and the def2-TZVPD basis) on the ion C7H14NO2 with charge +1.

Output
HOMO (alpha / beta) (hartree): -0.50867 / -0.51107
E_LUMO (alpha / beta) (eV): -5.9 / -5.9
Frontier orbital gap (alpha / beta) (eV): 7.906 / 7.968
DFT total energy (a.u.): -479.96216

The geometry in ORCA input format:
```
! wB97M-V def2-TZVPD RIJCOSX def2/J DEFGRID3
* xyz 1 1
C -0.699 -1.203 0.893
C 1.391 0.892 -0.780
C 0.075 0.834 -1.646
C 0.163 0.049 1.038
C -2.074 -1.336 1.549
C 0.160 -0.261 -2.720
C 0.191 1.039 2.087
N 1.285 -0.142 0.254
O -0.266 -2.146 0.242
O -0.902 0.642 -0.757
H 2.291 0.802 -1.366
H 1.499 1.926 -0.222
H 0.093 1.758 -2.198
H -2.450 -0.405 1.898
H -2.095 -1.917 2.503
H -2.746 -1.875 0.942
H -0.463 0.036 -3.601
H -0.308 -1.128 -2.226
H 1.185 -0.150 -3.211
H 1.165 1.500 2.045
H -0.113 0.631 2.982
H -0.515 1.857 1.922
H 0.940 -1.103 -0.269
H 2.193 -0.300 0.640
*
```

Atomic partial charges in e from the Mulliken method, atoms 1 to 6: number 1, C, carries 1.2728; number 2, C, carries -0.6716; number 3, C, carries 0.1685; number 4, C, carries 0.0115; number 5, C, carries -1.4747; number 6, C, carries -1.2364



Entry 7:
ORCA calculation (the ωB97M-V functional and the def2-TZVPD basis) on a structure of composition C7H14NO2P.

Output
HOMO (alpha / beta) (hartree): -0.24645 / -0.36621
E_LUMO (alpha / beta) (eV): 0.6 / -1.7
Frontier orbital gap (alpha / beta) (eV): 7.309 / 8.223
DFT total energy (a.u.): -821.60027

The geometry in ORCA input format:
```
! wB97M-V def2-TZVPD RIJCOSX def2/J DEFGRID3
* xyz 0 3
C 1.092 0.357 -0.145
C -0.553 -1.090 -1.814
C -0.726 0.656 1.647
C -0.868 1.978 -0.451
C 2.885 -1.269 0.464
C -1.018 -0.588 -0.497
C -0.432 0.633 0.148
N 1.544 -0.659 0.567
O 1.664 0.920 -1.064
O -3.615 -0.222 0.859
P -3.304 -0.057 -0.562
H -0.086 -0.357 -2.469
H -1.373 -1.610 -2.325
H 0.268 -1.894 -1.702
H -0.344 1.591 2.149
H -0.348 -0.302 2.120
H -1.771 0.938 1.837
H -0.260 2.683 0.081
H -0.442 2.113 -1.382
H -1.971 2.302 -0.336
H 3.399 -0.704 -0.283
H 3.416 -0.885 1.378
H 2.901 -2.266 0.167
H -1.171 -1.382 0.189
H 1.111 -0.886 1.425
*
```

Atomic partial charges in e from the Mulliken method, atoms 1 to 6: number 1, C, carries 0.0344; number 2, C, carries -1.1509; number 3, C, carries -1.4712; number 4, C, carries -1.7147; number 5, C, carries -1.0963; number 6, C, carries -0.4732



Entry 8:
ORCA calculation (the ωB97M-V functional and the def2-TZVPD basis) on the ion C7H14NO3 with charge +1.

Output
HOMO (hartree): -0.53794
SMILES string: CCO[C@@]12[NH2+][C@@H](CCO1)CO2
E_LUMO (eV): -2.8
Frontier orbital gap (eV): 11.804
DFT total energy (a.u.): -555.27216

The geometry in ORCA input format:
```
! wB97M-V def2-TZVPD RIJCOSX def2/J DEFGRID3
* xyz 1 1
C 2.436 0.880 -0.219
C 1.360 1.316 0.763
C 1.658 -1.299 0.787
C 2.083 -0.508 -0.626
C -0.253 -0.228 0.032
C -3.675 -0.193 0.638
C -2.640 0.290 -0.341
N 0.799 -0.559 -1.405
O 0.009 1.036 0.299
O 0.258 -1.337 0.744
O -1.497 -0.562 -0.304
H 2.289 1.494 -1.019
H 3.506 1.133 0.118
H 1.521 1.023 1.844
H 1.248 2.443 0.721
H 1.993 -2.321 0.561
H 2.171 -0.853 1.706
H 2.842 -0.976 -1.109
H -3.261 -0.322 1.589
H -4.608 0.463 0.510
H -4.046 -1.233 0.206
H -2.463 1.328 -0.194
H -3.119 0.101 -1.315
H 0.612 0.278 -2.015
H 0.776 -1.396 -1.970
*
```

Atomic partial charges in e from the Mulliken method, atoms 1 to 6: number 1, C, carries -0.5694; number 2, C, carries -0.5256; number 3, C, carries -0.4149; number 4, C, carries -0.5560; number 5, C, carries 0.7732; number 6, C, carries -1.0669



Entry 9:
ORCA calculation (the ωB97M-V functional and the def2-TZVPD basis) on a structure of composition C7H14O.

Output
HOMO (hartree): -0.24842
E_LUMO (eV): 0.9
Frontier orbital gap (eV): 7.630
DFT total energy (a.u.): -350.19174

The geometry in ORCA input format:
```
! wB97M-V def2-TZVPD RIJCOSX def2/J DEFGRID3
* xyz 0 1
C -0.005 1.266 0.654
C -0.424 0.406 -0.458
C -0.224 -0.741 0.469
C 0.493 0.246 -1.619
C 1.391 1.636 1.050
C -1.317 -1.405 1.252
C 0.084 -1.596 -1.832
O -1.002 2.050 1.196
H -0.669 2.934 1.390
H -1.468 0.547 -0.733
H 0.784 -1.074 0.692
H 1.551 0.217 -1.373
H 0.277 0.856 -2.496
H 1.480 1.690 2.141
H 2.111 0.905 0.693
H 1.670 2.619 0.653
H -2.277 -0.918 1.081
H -1.132 -1.383 2.330
H -1.385 -2.459 0.969
H 0.666 -1.709 -2.747
H -0.965 -1.648 -2.114
H 0.363 -2.439 -1.198
*
```

Atomic partial charges in e from the Mulliken method, atoms 1 to 6: number 1, C, carries 0.5010; number 2, C, carries 0.3610; number 3, C, carries -0.4293; number 4, C, carries -0.8528; number 5, C, carries -1.6028; number 6, C, carries -1.3310



Entry 10:
ORCA calculation (the ωB97M-V functional and the def2-TZVPD basis) on a cluster of 2 separate species, C7H14O in total.

Output
HOMO (hartree): -0.27067
E_LUMO (eV): -1.6
Frontier orbital gap (eV): 5.792
DFT total energy (a.u.): -350.16557

The geometry in ORCA input format:
```
! wB97M-V def2-TZVPD RIJCOSX def2/J DEFGRID3
* xyz 0 1
C -1.797 -1.156 -0.597
C -0.927 -0.339 -1.550
C -0.269 0.813 -0.810
C 0.861 0.557 -0.090
C 1.728 -0.523 -0.217
C 2.160 -1.164 1.018
C -1.065 1.989 -0.434
H -2.318 -0.465 0.068
H -1.127 -1.636 0.120
H -2.455 -1.899 -1.036
H -0.038 -0.924 -1.826
H -1.446 0.041 -2.431
H 1.110 1.224 0.736
H 2.204 -0.803 -1.151
H 3.020 -1.828 0.998
H 2.248 -0.413 1.819
H -0.493 2.902 -0.226
H -1.603 1.923 0.520
H -1.872 2.309 -1.103
H 1.301 -1.676 1.484
H -0.703 -0.256 2.786
O -0.206 0.083 2.024
*
```

Atomic partial charges in e from the Mulliken method, atoms 1 to 6: number 1, C, carries -0.8860; number 2, C, carries -0.6250; number 3, C, carries 0.8307; number 4, C, carries -0.2269; number 5, C, carries -0.2686; number 6, C, carries -1.0037



Taking the records one at a time from the top gives energy above the lowest of the compared OMol25 structures with the same formula, charge and spin values of 1.956, 1.023, 0.950, 6.856, 6.401, 4.418, 0.000, 1.839, 4.564, 5.276 eV.
Taking the records one at a time from the top gives maximum force values of 5.79, 4.20, 3.24, 5.50, 3.67, 4.36, 4.23, 4.26, 4.28, 2.23 eV Å⁻¹.